(1)
Formula: C30H26Cl3MgN5O8S3
Source: OMol25
Level of theory: wB97M-V/def2-TZVPD

Geometry as XYZ:
```
76
Properties=species:S:1:pos:R:3:forces:R:3
Mg -1.534 0.666 1.407 -0.1697 0.9478 -0.1732
C -4.852 1.828 -1.302 0.2301 0.0265 -0.0046
C -5.290 2.345 0.062 0.0848 -0.1318 0.1331
S -4.430 1.570 1.474 -0.0466 0.1567 0.0039
C -4.013 3.066 2.409 -0.0420 -0.1295 -0.1005
C -3.065 4.041 1.720 0.2612 -0.0573 0.0129
S -1.479 3.287 1.232 -0.2419 0.0933 -0.1289
C -1.324 3.687 -0.541 -0.0550 -0.0296 0.1038
C -2.522 3.467 -1.459 -0.0596 -0.2267 0.0160
S -3.068 1.734 -1.571 0.0549 -0.0101 -0.0212
H -5.314 2.424 -2.090 -0.0905 -0.0223 0.0218
H -5.168 0.792 -1.439 -0.0545 0.0126 -0.0126
H -6.358 2.167 0.188 -0.0180 0.0623 -0.0331
H -5.122 3.418 0.135 -0.0516 0.0186 -0.0363
H -3.563 2.692 3.327 -0.0375 0.0246 0.0357
H -4.941 3.578 2.667 0.0356 0.0490 0.0665
H -2.826 4.843 2.418 -0.0707 0.0517 -0.0293
H -3.508 4.496 0.837 -0.0494 0.0209 0.0280
H -0.485 3.065 -0.864 0.0125 0.0223 -0.0128
H -1.019 4.732 -0.605 0.0461 -0.0063 -0.0557
H -2.215 3.773 -2.459 -0.0331 0.1101 0.0111
H -3.379 4.078 -1.175 0.0312 0.0453 -0.0163
O -2.214 -1.173 0.778 0.0128 -0.0483 -0.0483
C -1.418 -1.065 -0.189 0.1861 -0.3558 -0.2143
N -1.130 -1.984 -1.132 -0.0194 -0.0527 -0.0285
C -0.028 -1.511 -1.964 -0.0330 0.0779 -0.0982
C 0.014 -0.018 -1.497 0.1082 -0.1234 0.1118
O 0.643 0.860 -2.040 0.0181 0.0704 -0.0756
N -0.713 0.077 -0.354 -0.0915 -0.0397 -0.4104
C -0.333 -1.711 -3.436 0.0223 -0.0363 0.0070
C 0.006 -2.911 -4.056 -0.0015 0.0303 0.0198
C -0.349 -3.147 -5.376 0.0125 -0.0064 -0.0121
C -1.040 -2.182 -6.094 0.0019 -0.0142 0.0235
C -1.373 -0.981 -5.484 -0.0047 0.0014 -0.0119
C -1.022 -0.747 -4.163 -0.0181 0.0457 0.0063
C 1.324 -2.078 -1.531 0.0168 0.0175 0.0626
C 2.464 -1.713 -2.243 -0.1173 -0.2439 -0.0558
C 3.717 -2.116 -1.812 -0.2984 -0.7436 -0.4971
C 3.848 -2.888 -0.664 -0.1382 -0.3648 -0.1571
C 2.718 -3.247 0.052 -0.0369 0.0283 -0.0103
C 1.460 -2.839 -0.377 -0.0173 -0.0039 0.0385
H -1.523 -2.908 -1.167 0.0022 -0.0005 0.0758
H 0.560 -3.662 -3.507 0.0123 -0.0004 0.0154
H -0.074 -4.082 -5.846 -0.0130 -0.0044 0.0018
H -1.316 -2.366 -7.125 0.0099 0.0145 -0.0066
H -1.904 -0.219 -6.039 -0.0007 -0.0031 -0.0001
H -1.278 0.197 -3.701 -0.0172 0.0017 0.0134
H 2.366 -1.079 -3.114 0.0137 -0.0024 -0.0077
H 4.596 -1.809 -2.362 -0.0852 -0.0820 0.0264
H 4.829 -3.196 -0.327 -0.0409 -0.0195 -0.0316
H 2.810 -3.841 0.953 0.0027 -0.0207 0.0053
H 0.586 -3.108 0.203 -0.0086 -0.0157 -0.0153
Cl -0.565 -1.824 5.881 -0.0259 0.0908 0.0136
C -1.231 -1.668 4.261 0.4258 0.0696 0.1814
Cl -2.775 -2.522 4.164 -0.0318 0.0136 -0.0112
Cl -0.104 -2.359 3.068 -0.1062 0.1223 0.0876
C -1.503 -0.239 3.908 -0.7910 -0.5216 -0.1956
N -2.194 0.558 3.430 0.2874 -0.1015 0.5675
O 0.588 0.412 4.189 0.1292 0.0448 -0.0540
C 1.003 0.652 3.036 0.0481 -0.3319 0.4303
O 0.306 1.006 2.055 0.1228 -0.0036 -0.1134
C 2.462 0.378 2.757 0.0117 0.0680 -0.1706
C 2.888 0.284 1.437 0.0284 0.0194 -0.0518
C 4.194 -0.096 1.186 -0.1246 -0.0389 0.1107
C 5.096 -0.353 2.198 0.1643 -0.0572 -0.0726
C 4.646 -0.222 3.498 -0.1491 0.0511 -0.1100
C 3.341 0.124 3.798 0.0423 -0.0628 0.0621
N 5.593 -0.479 4.598 -0.0062 -0.0214 0.0299
O 6.745 -0.716 4.302 0.0492 -0.0137 -0.0217
O 5.158 -0.439 5.729 -0.0117 0.0154 0.0357
N 4.644 -0.239 -0.209 0.2993 0.8639 0.4449
O 5.675 -0.854 -0.402 0.2218 0.2704 0.0678
O 3.967 0.277 -1.068 0.2260 0.3865 0.2110
H 2.203 0.483 0.623 -0.0003 -0.0038 0.0112
H 6.112 -0.645 1.983 -0.0096 -0.0057 0.0140
H 3.004 0.178 4.823 -0.0137 0.0120 -0.0024
```
Forces are in eV/Å.

## Properties
HOMO-LUMO gap	8.25	eV
HOMO energy	-8.8	eV
molar mass	811.43	u
electronic energy	-130879.43493	eV
LUMO level	-0.57	eV
relative energy (zero: lowest compared OMol25 entry of this formula, charge and spin)	24.64	kcal/mol

These are the Löwdin partial charges, in e, on atoms 1 to 4: number 1, Mg, carries 0.42; number 2, C, carries -0.52; number 3, C, carries -0.50; number 4, S, carries 0.87

---

(2)
Formula: C14H27AlN2S
Source: OMol25
Level of theory: wB97M-V/def2-TZVPD

Geometry as XYZ:
```
45
Properties=species:S:1:pos:R:3:forces:R:3
C 0.419 1.279 0.857 -0.9254 -1.5836 -1.6764
H 0.080 0.681 1.704 0.0753 -0.0105 0.0986
H 1.508 1.301 0.819 -0.0396 -0.1347 -0.0177
H 1.585 2.653 3.168 0.0228 -0.6252 0.5776
C -0.224 2.643 0.780 -0.5093 0.3371 -0.4194
H -1.226 2.516 0.331 0.2573 0.4259 0.3752
H -0.395 3.058 1.784 0.0509 0.0780 -0.1506
C 0.604 3.615 -0.069 -0.2328 0.3151 0.1183
H -0.025 4.428 -0.444 0.1832 -0.0573 0.0941
H 1.401 4.067 0.533 -0.0328 -0.1118 -0.1959
H 1.070 3.135 -0.939 -0.1302 -0.0389 0.1872
C -1.001 -1.878 -0.906 0.3143 -0.4225 -0.6628
C -1.424 -1.044 -2.008 0.1546 -0.4948 -0.2907
C -0.232 -0.546 -2.668 0.1874 -0.7369 -0.1458
C 0.912 -1.088 -1.972 -0.5109 -0.9427 -0.3691
C 0.433 -1.915 -0.898 -0.3106 -0.1393 -0.9423
C 1.266 -2.760 -0.002 0.2861 0.0608 0.5251
C 2.330 -0.948 -2.397 0.4700 0.3336 0.0122
C -0.192 0.289 -3.894 0.0459 0.4117 -0.3838
C -2.825 -0.846 -2.461 -0.5147 0.2252 -0.1159
C -1.897 -2.707 -0.055 -0.3511 -0.0478 0.4685
Al -0.302 0.070 -0.778 1.5511 2.2858 3.4233
H 3.012 -1.180 -1.572 -0.0871 0.0585 -0.2385
H 2.561 -1.630 -3.230 -0.1427 0.1891 0.2516
H 2.537 0.075 -2.732 0.0768 -0.2207 -0.0154
H 2.250 -2.309 0.151 -0.1058 -0.1452 0.0259
H 0.782 -2.867 0.975 0.1480 -0.0781 -0.1186
H 1.424 -3.770 -0.405 -0.1421 0.3121 -0.0279
H -2.865 -2.214 0.076 0.1023 -0.1924 0.0544
H -2.085 -3.697 -0.496 0.1348 0.3410 -0.0019
H -1.460 -2.871 0.935 -0.1318 -0.0007 -0.1617
H -2.971 0.172 -2.841 -0.1273 -0.2356 0.0664
H -3.088 -1.540 -3.271 0.1670 0.1152 0.2070
H -3.520 -1.021 -1.634 0.0249 0.1081 -0.2468
H 0.576 1.069 -3.818 -0.1550 -0.1585 -0.1289
H 0.042 -0.326 -4.773 -0.1002 0.1340 0.1955
H -1.159 0.776 -4.055 0.2134 -0.0648 -0.1198
N -0.461 1.589 4.695 0.8303 -0.2703 -0.3676
C 0.607 0.858 4.355 -1.7593 -0.4490 0.4642
N 0.514 -0.479 4.447 0.5453 0.9492 0.0513
S 2.093 1.571 3.849 0.3608 0.3996 -0.4771
H -1.284 1.159 5.105 0.0963 0.1862 -0.2136
H -0.432 2.598 4.608 -0.0484 -0.2148 0.2688
H 1.309 -1.052 4.185 -0.2034 0.0676 0.1568
H -0.248 -0.912 4.961 0.2617 0.0423 -0.1338
```
Forces are in eV/Å.

## Properties
HOMO-LUMO gap	8.95	eV
HOMO energy	-15.4	eV
molar mass	282.43	u
electronic energy	-35354.49687	eV
LUMO level	-6.40	eV
net charge	+2

These are the natural (NBO) partial charges, in e, on atoms 1 to 4: number 1, C, carries -0.84; number 2, H, carries 0.21; number 3, H, carries 0.24; number 4, H, carries 0.18

---

(3)
Formula: C18H22N4O4S2
Source: OMol25
Level of theory: wB97M-V/def2-TZVPD

Geometry as XYZ:
```
50
Properties=species:S:1:pos:R:3:forces:R:3
O -1.818 3.432 2.634 -1.1877 1.6500 0.7784
O -0.060 -2.328 2.874 -0.2690 -2.0001 -0.4343
O 1.420 -0.831 -2.461 1.9403 -0.9205 3.2205
N -0.743 1.899 1.497 1.6953 -2.0024 0.4756
O -0.156 4.202 1.297 0.2078 -1.9338 -1.4583
S 0.071 1.282 4.024 -0.1042 -0.8823 -0.5840
S -3.745 -1.435 -2.750 -2.1726 -0.7258 -0.7778
C -0.961 3.234 1.827 0.8505 -0.4937 1.3367
C -0.159 -1.151 2.966 1.0943 -1.3407 1.9363
C 1.818 -0.994 -1.273 -2.7555 2.1359 -1.3773
C -3.208 -0.569 -6.587 -0.7388 0.9730 4.6377
C -3.484 -0.217 -5.213 0.6306 -1.7126 -5.1963
C -0.445 0.934 2.365 -0.9953 6.3608 -3.1041
C -3.332 -0.693 -0.244 -1.3330 0.3863 -0.3142
C -1.349 -1.501 -1.379 -0.6820 1.5235 2.9713
C -2.602 -0.514 0.919 -1.6081 -0.3580 -0.4102
C -2.765 -1.212 -1.394 3.5823 -0.0650 1.5858
C -0.558 -1.149 -0.227 -1.2199 -0.8378 -3.0740
C -1.276 -0.737 0.910 0.8695 -1.2459 -4.3279
N 0.885 -1.207 -0.248 -0.6600 -0.2774 0.9344
N -0.501 -0.344 1.904 2.4845 1.5745 6.9002
N 3.488 -1.124 0.662 -0.1315 -2.3096 0.2724
C -0.226 5.530 1.770 -2.5912 -0.3388 3.2288
C 0.307 -0.512 4.319 -0.0092 1.5041 -1.2456
C -2.736 -0.773 -4.022 0.7443 0.6959 -1.6996
C 4.164 -0.271 1.597 -0.2194 2.4068 -0.8112
C 3.899 -2.619 0.823 -0.6922 1.0499 -3.1632
C 3.236 -0.555 -0.709 -0.4233 -5.1338 0.8918
H -2.389 -1.248 -6.861 -0.5027 0.2897 0.1689
H -3.842 -0.135 -7.368 0.4421 -0.1353 0.3012
H -4.311 0.491 -5.134 0.2339 -0.1938 0.6262
H -4.376 -0.346 -0.378 0.6546 -0.3969 0.6719
H -0.786 -1.894 -2.152 0.5006 -0.6522 -1.8257
H -3.053 -0.222 1.850 -0.2594 0.4319 0.0756
H 1.238 -1.272 0.711 0.5648 0.0817 -0.7806
H -1.216 6.040 1.515 1.2618 -0.8248 0.3978
H 0.574 6.140 1.442 0.9354 0.0068 -0.7772
H -0.131 5.398 2.918 -0.3990 0.8849 -1.6648
H 1.360 -0.742 4.444 0.1249 -0.0597 -0.1709
H -0.186 -0.777 5.247 -0.5414 -0.5249 -0.3977
H -1.999 -1.509 -4.335 -0.0292 -0.0266 -0.2960
H -2.176 0.052 -3.624 0.3469 0.4649 0.5281
H 4.878 0.427 1.032 -0.7475 -0.6277 0.9590
H 3.357 0.351 2.093 1.2318 -0.2603 -0.1133
H 4.756 -0.799 2.335 -0.1616 -0.1705 0.0621
H 4.591 -2.982 -0.013 -0.2984 0.7671 1.1294
H 4.277 -2.891 1.791 0.3409 0.5395 0.4195
H 3.037 -3.270 0.657 -0.3265 0.2722 0.1213
H 3.975 -1.073 -1.328 0.0620 0.7844 -0.6437
H 3.256 0.487 -0.722 0.2597 1.6671 0.0168
```
Forces are in eV/Å.

## Properties
HOMO-LUMO gap	8.53	eV
HOMO energy	-8.3	eV
molar mass	422.53	u
electronic energy	-54840.22261	eV
LUMO level	0.25	eV
SMILES string	C=CCSc1ccc(N2C(=O)CS/C2=N\C(=O)OC)c(NC(=O)CN(C)C)c1
relative energy (zero: lowest compared OMol25 entry of this formula, charge and spin)	115.92	kcal/mol

These are the natural (NBO) partial charges, in e, on atoms 1 to 4: number 1, O, carries -0.61; number 2, O, carries -0.54; number 3, O, carries -0.61; number 4, N, carries -0.56

---

(4)
Formula: C9H14N2O7
Source: OMol25
Level of theory: wB97M-V/def2-TZVPD

Geometry as XYZ:
```
32
Properties=species:S:1:pos:R:3:forces:R:3
C 1.095 -1.632 0.246 -0.5548 0.6998 -0.7417
C -0.137 -0.937 -0.324 0.9085 1.1619 -0.1811
C 2.315 -1.285 -0.640 -0.5911 -0.4301 0.6328
C 2.604 0.224 -0.837 -0.6088 -1.3631 0.3390
C 3.011 0.809 0.476 -1.2107 0.3610 -1.0354
C -1.622 1.003 -0.241 -0.7016 -0.4391 0.8972
C -1.336 2.490 -0.337 -2.3278 1.2245 0.2194
C -2.869 0.770 0.742 0.6830 1.4147 0.5215
C -3.478 -0.586 0.637 -0.0944 0.3064 -1.2928
H 0.570 -3.196 -0.782 -0.2960 -0.4269 0.2658
H 0.039 -3.230 0.772 -0.6223 -0.3718 0.2715
H 1.235 -1.369 1.271 0.3549 0.5074 0.7829
H 3.131 -1.788 -0.147 0.6942 0.0754 0.2731
H 2.218 -1.872 -1.556 -0.2379 0.5753 -0.3099
H 1.721 0.772 -1.172 0.1269 -0.1338 -0.1067
H 3.405 0.292 -1.531 0.6037 0.3206 -0.6709
H 4.519 1.504 1.363 -0.1551 -1.1311 -1.0819
H 0.176 0.585 0.967 -0.6777 0.3402 -0.6354
H -2.006 0.604 -1.213 0.8427 0.3598 0.5040
H -3.668 1.462 0.399 0.6686 -0.1961 0.3514
H -2.621 0.984 1.818 -0.0367 -0.1633 -1.1230
H -4.596 -1.455 -0.659 -0.0356 -0.4919 0.0436
H -0.065 3.833 -0.363 -0.0439 -0.4603 0.0583
N 0.821 -3.027 0.189 1.3347 -0.9403 -0.5491
N -0.415 0.314 0.169 -0.2608 -1.4477 -0.0062
O -0.682 -1.457 -1.274 -0.9749 0.2956 -0.2566
O 2.188 1.197 1.276 0.9426 -0.0402 0.5725
O 4.332 0.918 0.565 0.5391 1.4305 1.9782
O -2.230 3.323 -0.369 0.7749 -0.8755 -0.1745
O -3.445 -1.489 1.414 0.0116 -0.3797 0.3743
O -4.141 -0.617 -0.556 0.0832 0.0412 0.2938
O -0.068 2.856 -0.303 0.8615 0.1768 -0.2142
```
Forces are in eV/Å.

## Properties
HOMO-LUMO gap	9.69	eV
HOMO energy	-9.3	eV
molar mass	262.22	u
electronic energy	-26874.49308	eV
LUMO level	0.35	eV
SMILES string	N[C@@H](CCC(=O)O)C(=O)N[C@@H](CC(=O)O)C(=O)O
relative energy (zero: lowest compared OMol25 entry of this formula, charge and spin)	17.11	kcal/mol

These are the natural (NBO) partial charges, in e, on atoms 1 to 4: number 1, C, carries -0.15; number 2, C, carries 0.68; number 3, C, carries -0.38; number 4, C, carries -0.53

---

(5)
Formula: C4H5N2P
Source: OMol25
Level of theory: wB97M-V/def2-TZVPD

Geometry as XYZ:
```
12
Properties=species:S:1:pos:R:3:forces:R:3
C -2.008 -0.180 -0.495 -0.0786 -4.2699 -0.2218
C 0.031 -0.418 0.549 -1.9344 -1.1819 0.6540
C -1.630 1.045 -0.070 0.6775 3.7571 1.8284
C 2.326 0.939 -0.036 -0.0408 -1.4886 -1.5147
N -0.529 0.880 0.649 1.1901 1.2984 -0.0767
N -1.103 -1.102 -0.185 1.7421 -2.1400 -1.1339
P 1.622 -0.537 -0.509 0.7281 1.5679 0.7216
H -2.964 -0.514 -0.859 -0.0997 0.0893 -0.6093
H 0.225 -0.937 1.579 -0.4372 0.7469 -1.8386
H 1.633 1.526 0.546 0.4525 0.6547 0.3156
H 3.307 1.307 -0.463 -1.3742 -0.4791 0.7697
H -0.911 -2.009 -0.705 -0.8252 1.4452 1.1057
```
Forces are in eV/Å.

## Properties
HOMO-LUMO gap (alpha / beta)	6.64 / 6.38	eV
HOMO energy (alpha / beta)	-7.4 / -7.2	eV
molar mass	112.07	u
electronic energy	-16492.38392	eV
LUMO level (alpha / beta)	-0.80 / -0.85	eV
SMILES string	C=P[C@H]1N=C=CN1
relative energy (zero: lowest compared OMol25 entry of this formula, charge and spin)	105.21	kcal/mol

These are the natural (NBO) partial charges, in e, on atoms 1 to 4: number 1, C, carries 0.10; number 2, C, carries -0.24; number 3, C, carries -0.14; number 4, C, carries -0.77